# 1
Computed, not measured: a gas-phase ion, C18H16F3 (charge +1) at a distorted geometry, with wB97M-V/def2-TZVPD.

Element x y z (Å)
1 F 5.28 0.82 -0.17
2 F 1.82 3.00 -3.49
3 F 3.83 -3.57 1.00
4 C 0.98 1.34 -2.01
5 C 0.41 -0.32 -0.20
6 C 2.95 0.33 -0.12
7 C 4.27 -0.09 0.04
8 C 0.85 2.59 -2.60
9 C 3.56 -2.30 0.54
10 C -5.11 -1.77 1.38
11 C 1.92 -0.62 -0.05
12 C 4.61 -1.39 0.39
13 C -0.20 -0.50 1.16
14 C -2.66 -1.15 1.20
15 C 2.24 -1.95 0.28
16 C -1.16 3.01 -1.40
17 C -1.64 -0.23 1.39
18 C -1.03 1.77 -0.77
19 C 0.11 0.98 -0.97
20 C -0.19 3.47 -2.29
21 C -3.97 -0.83 1.45
22 H -2.40 -2.15 0.81
23 H -5.09 -2.40 0.48
24 H -5.15 -2.44 2.24
25 H -1.84 1.42 -0.12
26 H 1.81 0.70 -2.30
27 H 1.44 -2.70 0.36
28 H -4.21 0.18 1.77
29 H -6.04 -1.19 1.37
30 H 0.00 -1.54 1.47
31 H -0.22 4.46 -2.74
32 H 2.75 1.38 -0.35
33 H -2.03 3.63 -1.19
34 H 5.64 -1.69 0.56
35 H -1.86 0.73 1.86
36 H 0.33 0.16 1.87
37 H 0.03 -1.13 -0.84

Net charge   +1
HOMO energy   -0.4445 Ha
Relative energy (zero: lowest compared OMol25 entry of this formula, charge and spin)   0.000 eV
Multiplicity   1
Largest force on an atom   2.6 eV Å⁻¹

***

# 2
Computed, not measured: C16H21N3O3 in the gas phase at a distorted geometry, with wB97M-V/def2-TZVPD.

Element x y z (Å)
1 O -1.81 -1.38 -4.27
2 O -2.24 1.24 -0.61
3 O 0.38 -1.01 -4.22
4 N -0.14 -1.43 0.17
5 N -0.16 -0.32 5.06
6 N -0.53 0.25 -1.77
7 C 1.97 -1.84 2.61
8 C -0.93 3.17 -3.13
9 C -1.02 0.60 -3.12
10 C 0.05 0.68 1.50
11 C 1.50 -2.15 5.42
12 C 2.55 -2.86 3.38
13 C -0.61 1.93 -5.16
14 C 0.80 -1.22 4.67
15 C -0.39 1.84 -3.65
16 C -0.49 0.46 3.92
17 C 0.25 0.07 2.85
18 C -0.79 -0.20 0.59
19 C -0.88 -0.71 -3.92
20 C 1.06 -0.97 3.27
21 C -1.23 0.54 -0.64
22 C 2.39 -2.99 4.76
23 H -1.06 3.24 -2.08
24 H 0.39 -0.31 -1.79
25 H -2.07 0.87 -2.95
26 H 0.76 1.79 -3.56
27 H 1.35 -2.28 6.47
28 H -1.81 -0.34 1.12
29 H 0.99 0.79 0.96
30 H 0.00 -1.97 1.05
31 H -0.54 1.60 1.59
32 H -0.29 3.98 -3.43
33 H -0.20 2.87 -5.53
34 H -0.72 -0.31 5.88
35 H 2.16 -1.71 1.54
36 H -1.69 1.94 -5.47
37 H -0.75 -1.99 -0.46
38 H 3.31 -3.39 2.89
39 H 0.96 -0.23 -3.99
40 H -1.23 1.17 3.96
41 H -0.06 1.13 -5.66
42 H -1.97 3.26 -3.60
43 H 2.73 -3.83 5.36

Net charge   0
SMILES   CC(C)[C@H](NC(=O)[C@@H](N)Cc1c[nH]c2ccccc12)C(=O)O
HOMO energy   -0.2971 Ha
Relative energy (zero: lowest compared OMol25 entry of this formula, charge and spin)   2.418 eV
Multiplicity   1
Largest force on an atom   3.4 eV Å⁻¹

***

# 3
Computed, not measured: C31H45N7O2S in the gas phase at a distorted geometry, with wB97M-V/def2-TZVPD.

Element x y z (Å)
1 S -1.27 0.48 -2.20
2 O -3.34 -4.07 0.00
3 O 4.75 -2.79 -1.52
4 N 3.89 -0.84 -0.78
5 N -0.46 -2.00 -1.39
6 N -1.16 -0.44 0.21
7 N -1.67 0.78 0.32
8 N -4.92 1.27 -0.16
9 N -2.32 2.67 -0.92
10 N 2.66 1.23 0.60
11 C 3.79 -2.10 -1.23
12 C 0.66 3.18 1.55
13 C -2.10 -4.77 2.00
14 C -1.81 1.41 -0.78
15 C 0.20 -2.17 -2.66
16 C 2.51 0.02 2.78
17 C 1.68 -1.77 -2.53
18 C 1.55 -2.52 -0.11
19 C -2.57 4.76 -1.61
20 C 1.85 0.98 1.80
21 C -1.82 3.64 -1.75
22 C 1.87 2.05 -0.33
23 C -3.42 3.18 -0.25
24 C 1.48 3.40 0.28
25 C 0.08 -2.86 -0.36
26 C -4.28 -0.67 1.13
27 C -3.39 -4.84 1.18
28 C -4.49 -0.05 -0.09
29 C 1.44 2.28 2.51
30 C 2.35 -2.59 -1.41
31 C 5.07 0.57 0.82
32 C -0.91 -0.79 -1.01
33 C -4.28 2.32 0.62
34 C 2.55 2.24 -1.69
35 C 5.14 -0.16 -0.53
36 C -4.33 -0.81 -1.25
37 C -3.89 -2.00 1.21
38 C -3.95 -2.14 -1.18
39 C 4.02 1.69 0.85
40 C -3.59 4.47 -0.67
41 C -3.72 -2.75 0.05
42 H 0.82 2.03 3.37
43 H 1.59 -1.51 0.30
44 H 1.79 -0.26 3.54
45 H 3.00 1.32 -2.04
46 H 2.41 -3.63 -1.74
47 H 3.09 -0.31 -0.44
48 H 6.05 1.02 1.02
49 H 3.36 0.48 3.28
50 H -3.68 1.85 1.40
51 H -4.51 -0.36 -2.22
52 H 1.72 -0.71 -2.29
53 H 2.19 -1.93 -3.47
54 H -1.89 -3.76 2.32
55 H 0.12 -3.22 -2.94
56 H -4.36 5.13 -0.34
57 H -0.96 3.43 -2.36
58 H -0.30 -1.57 -3.42
59 H 0.95 1.48 -0.50
60 H 2.32 2.80 2.88
61 H 5.93 -0.91 -0.53
62 H -3.82 -2.72 -2.08
63 H -0.28 2.70 1.30
64 H -3.54 -5.87 0.84
65 H -1.26 -5.13 1.41
66 H -2.43 5.69 -2.12
67 H -4.25 -4.55 1.80
68 H -0.03 -3.89 -0.70
69 H 2.38 3.97 0.51
70 H -3.73 -2.43 2.18
71 H -5.12 1.57 -1.11
72 H 5.34 0.56 -1.33
73 H 4.10 2.19 1.83
74 H 4.88 -0.17 1.60
75 H 0.92 0.50 1.44
76 H 1.80 2.55 -2.41
77 H -4.41 -0.11 2.05
78 H 1.97 -3.20 0.62
79 H 4.30 2.42 0.09
80 H 0.89 3.97 -0.44
81 H 2.84 -0.89 2.28
82 H -0.51 -2.71 0.55
83 H 3.31 3.02 -1.66
84 H -5.04 2.95 1.08
85 H 0.44 4.14 2.03
86 H -2.20 -5.40 2.88

Net charge   0
SMILES   CCOc1ccc(NCc2cccn2-c2nnc(N3CCC(C(=O)NCCCN4[C@H](C)CCC[C@@H]4C)CC3)s2)cc1
HOMO energy   -0.2686 Ha
Relative energy (zero: lowest compared OMol25 entry of this formula, charge and spin)   0.040 eV
Multiplicity   1
Largest force on an atom   1.7 eV Å⁻¹

***

Let's list orbital gap in order: 5.58, 8.55, 7.78 eV.